10
Properties=species:S:1:pos:R:3:forces:R:3 method="wB97M-V/def2-TZVPD" orbital_gap_ev=9.82 smiles="C/C=C/O" spin_multiplicity=1 lumo_ev=1.077 fmax_ha_per_bohr=0.048 charge=0 homo_ev=-8.742 total_energy_ha=-193.10320 relative_energy_kcal_mol=25.1
C -0.806504 -1.164790 -0.351010 0.124 0.315 0.486
C -0.213843 0.213360 -0.158546 -2.354 0.076 -0.672
C 1.001581 0.539378 0.209099 1.157 -0.990 1.973
O 1.460516 1.712139 0.707570 -0.217 1.440 -0.671
H -1.431870 -1.165560 -1.232413 0.062 -0.247 -0.460
H -0.092687 -1.977224 -0.360862 0.255 -0.111 -0.215
H -1.502089 -1.373043 0.471840 0.143 0.088 0.032
H -1.065230 0.942582 -0.289408 1.432 -0.108 0.289
H 1.790293 -0.161515 0.530926 -0.673 -0.352 -0.898
H 0.859837 2.434677 0.472805 0.070 -0.112 0.134

41
Properties=species:S:1:pos:R:3:forces:R:3 method="wB97M-V/def2-TZVPD" orbital_gap_ev="7.72 / 5.69" spin_multiplicity=5 lumo_ev="-4.013 / -6.495" fmax_ha_per_bohr=0.004 charge=+1 s2=6.029 homo_ev="-11.728 / -12.187" total_energy_ha=-13144.65517 relative_energy_kcal_mol=2.3
Os -1.859526 -0.788574 -0.711399 0.046 0.063 -0.213
Se -1.761430 0.593294 -2.691082 -0.008 -0.024 0.033
Se -3.770059 0.581307 -3.886576 0.014 -0.023 0.005
Se -4.626916 -1.453734 -3.446715 -0.006 0.006 0.009
Se -3.894267 -1.965065 -1.304402 0.032 0.051 0.071
Br 2.513835 -2.489012 1.655230 0.004 0.010 -0.001
C 1.765057 -2.444606 -0.075164 -0.003 -0.011 -0.001
C 2.604061 -2.136063 -1.138754 0.010 -0.001 0.000
C 2.107087 -2.063342 -2.433862 0.004 -0.004 0.002
C 0.770573 -2.325044 -2.679806 -0.009 0.002 -0.004
C -0.070447 -2.636255 -1.615410 0.017 0.002 -0.005
C 0.409258 -2.675321 -0.296565 -0.032 -0.016 0.001
C -0.582728 -2.931339 0.814125 0.103 0.048 0.006
O -0.400816 -3.698217 1.710072 -0.033 -0.011 -0.005
O -1.693197 -2.189261 0.693530 -0.091 -0.065 0.039
H 3.651736 -1.949285 -0.945666 0.001 0.000 -0.003
H 2.777030 -1.824605 -3.248605 0.002 0.000 0.000
H 0.383560 -2.318405 -3.689708 -0.001 0.001 -0.001
H -1.078726 -2.988827 -1.820975 0.009 -0.015 -0.007
C -0.297618 0.184997 1.748997 0.006 -0.004 0.014
N -0.655482 0.670658 0.343293 -0.060 -0.023 0.093
C 0.647206 1.041227 -0.334185 0.024 0.011 -0.026
N 1.376362 2.023147 0.421303 -0.006 -0.004 0.003
C 1.671756 1.491257 1.756182 0.009 -0.007 0.002
N 0.436470 1.179087 2.477815 -0.004 0.009 0.000
C -0.368185 2.393469 2.600143 -0.001 -0.002 0.003
N -0.693596 2.934747 1.277764 0.001 0.004 0.002
C -1.442676 1.964665 0.531466 0.003 0.007 -0.009
C 0.554494 3.227958 0.566372 0.000 0.002 -0.001
H 0.311895 -0.709865 1.647127 0.001 -0.008 -0.005
H -1.226456 -0.067007 2.260465 -0.001 -0.001 -0.004
H 0.409569 1.443624 -1.320698 -0.015 -0.007 -0.002
H 1.233039 0.127821 -0.444658 -0.009 0.010 0.004
H 2.237471 2.233531 2.317734 -0.002 0.002 0.001
H 2.272400 0.585570 1.662141 -0.001 0.001 -0.003
H 0.189533 3.139994 3.163845 0.002 0.000 0.000
H -1.290673 2.165685 3.136031 -0.001 0.002 -0.001
H -1.677908 2.353404 -0.458084 -0.001 -0.003 0.003
H -2.367870 1.713088 1.054629 -0.001 0.000 0.001
H 1.114624 3.976115 1.125395 0.001 0.000 0.000
H 0.321560 3.629182 -0.421348 0.000 0.000 0.000

19
Properties=species:S:1:pos:R:3:forces:R:3 method="wB97M-V/def2-TZVPD" orbital_gap_ev=10.57 smiles=CCO[C@H]1C[C@H]1C spin_multiplicity=1 lumo_ev=1.129 fmax_ha_per_bohr=0.005 charge=0 homo_ev=-9.438 total_energy_ha=-311.00301 relative_energy_kcal_mol=35.3
C -2.036041 -0.472831 1.655317 -0.050 0.052 0.012
C -0.531154 -0.414791 1.414475 -0.056 -0.237 0.115
O -0.076843 0.822885 0.878891 0.038 0.016 -0.051
C -0.254518 0.865100 -0.500753 -0.142 -0.003 -0.231
C 0.767410 1.520131 -1.371196 0.048 0.189 -0.033
C 0.619991 0.014568 -1.384634 0.053 -0.087 -0.153
C 1.784778 -0.757764 -0.800982 0.028 -0.029 0.046
H -2.602190 -0.248535 0.743982 0.144 0.001 0.123
H -2.344191 0.229018 2.436659 0.052 -0.075 -0.138
H -2.321530 -1.485543 1.964731 0.080 0.170 0.018
H -0.247209 -1.223392 0.727378 -0.006 0.095 0.179
H 0.019823 -0.552382 2.351096 -0.140 -0.006 -0.100
H -1.291680 0.991186 -0.820784 0.173 -0.077 0.077
H 1.680898 1.880715 -0.903178 -0.221 -0.039 0.025
H 0.425375 2.122810 -2.208808 0.012 -0.146 0.156
H 0.124540 -0.450831 -2.234806 0.135 0.145 0.064
H 1.535351 -1.798543 -0.567297 -0.007 0.139 -0.085
H 2.624704 -0.761513 -1.504814 -0.114 -0.022 0.106
H 2.122487 -0.280289 0.124721 -0.026 -0.085 -0.132

158
Properties=species:S:1:pos:R:3:forces:R:3 method="wB97M-V/def2-TZVPD" orbital_gap_ev=6.14 spin_multiplicity=1 lumo_ev=-13.653 fmax_ha_per_bohr=0.183 charge=+5 homo_ev=-19.791 total_energy_ha=-5233.92114 relative_energy_kcal_mol=54.7
As -0.371769 -0.227057 0.274326 -0.762 -0.068 0.842
F -0.097501 -0.768363 -1.353525 -0.042 -0.038 0.221
F -1.450080 -1.564914 0.645450 0.942 0.323 -0.137
F -0.481713 0.347678 1.964576 0.004 -0.572 -1.140
F 0.557219 1.212817 -0.077573 0.467 -0.447 0.082
F -1.795956 0.659082 -0.217357 0.481 -0.185 0.249
F 1.056501 -1.184665 0.764585 -0.711 0.673 -0.299
C -3.899681 -0.166885 2.457538 1.752 0.694 1.343
C -4.832354 -1.051925 3.310861 -1.209 -1.287 -0.780
C -5.242884 -2.286996 2.434883 -0.356 1.010 0.301
C -4.154629 -3.275861 2.150829 1.524 -0.453 1.070
C -3.624268 -3.853137 3.516582 -1.342 0.749 -0.550
C -3.175601 -2.788752 4.558512 -1.143 -2.278 1.586
N -4.192099 -1.628527 4.591113 5.022 7.140 3.550
O -3.911513 -0.662195 5.520722 -2.358 -6.351 -5.227
C -1.803639 -2.281348 4.266130 0.731 1.702 -1.527
C -3.072224 -3.497464 5.997528 -1.119 0.876 -0.878
C -6.040315 -0.246693 3.734442 -1.273 -0.407 0.431
H -4.332255 0.191703 1.524819 -0.630 -0.435 0.227
H -2.916147 -0.560496 2.198451 -0.333 -0.559 -0.020
H -3.638410 0.708650 3.055332 -0.219 0.223 0.037
H -5.607933 -1.878908 1.492113 -0.153 0.112 0.091
H -6.088274 -2.787291 2.909449 -0.044 -0.088 0.010
H -3.263344 -2.896966 1.647079 -0.267 0.662 -0.250
H -4.553432 -4.016601 1.457837 0.035 -0.425 0.444
H -2.774391 -4.519587 3.374682 -0.168 -0.179 0.136
H -4.473429 -4.368769 3.965830 0.260 -0.463 0.043
H -1.535049 -1.389895 4.832672 0.146 -0.384 0.522
H -1.729675 -1.939394 3.231276 -0.038 -0.092 -0.193
H -1.096352 -3.104496 4.353775 -0.078 0.100 0.406
H -3.843933 -4.264314 6.049643 0.126 -0.033 0.180
H -3.262754 -2.759409 6.776269 0.139 -0.041 0.047
H -2.086815 -3.933012 6.149821 -0.108 0.036 -0.193
H -6.692339 -0.206335 2.861549 0.050 0.428 -0.027
H -5.920648 0.729046 4.203287 0.646 0.095 -0.509
H -6.647135 -0.765804 4.478644 0.086 -0.419 -0.050
C -2.021742 3.631537 -7.922984 0.034 -0.946 0.296
C -1.047005 2.647535 -7.196020 -0.351 2.264 -0.968
C 0.192038 3.498053 -6.793428 -0.798 -1.357 1.590
C 0.991827 2.815781 -5.644705 -0.474 0.040 -1.452
C 0.060287 2.531866 -4.454202 1.160 1.220 -0.007
C -1.159272 1.615050 -4.764269 1.108 -0.122 1.803
N -1.801676 2.155559 -5.992167 -6.655 -0.820 0.653
O -3.119952 2.168765 -5.962270 7.508 0.142 -0.517
C -2.092568 1.558255 -3.513548 -0.638 0.160 -1.506
C -0.655779 0.160517 -4.986868 0.477 -0.298 -1.028
C -0.568812 1.521355 -8.138439 -0.944 -0.694 0.824
H -2.384514 4.410745 -7.252708 0.019 -0.124 0.169
H -2.876313 3.062970 -8.287382 0.025 0.309 -0.375
H -1.479988 4.142892 -8.717601 -0.053 -0.304 -0.146
H -0.186182 4.443091 -6.402698 0.220 0.222 -0.230
H 0.761219 3.637684 -7.710861 0.072 0.113 0.174
H 1.784340 3.558488 -5.547648 0.228 -0.345 1.114
H 1.434210 1.882026 -5.994960 0.178 0.041 -0.124
H -0.154056 3.520730 -4.041682 -1.111 0.091 -0.247
H 0.603017 2.148282 -3.588628 -0.007 -0.756 -0.207
H -2.632367 2.493247 -3.360843 0.373 0.239 0.120
H -1.537113 1.236930 -2.632017 0.097 0.134 -0.200
H -2.896314 0.849052 -3.713088 0.126 -0.229 0.142
H 0.037393 -0.174275 -4.214806 -0.346 0.490 0.539
H -0.042507 0.036243 -5.880044 -0.263 0.231 -0.252
H -1.450533 -0.582553 -5.043602 -0.220 0.279 -0.001
H 0.332462 1.019897 -7.788421 0.085 0.245 -0.060
H -0.416974 1.965589 -9.120683 -0.039 -0.073 0.071
H -1.359387 0.770645 -8.162458 0.044 -0.092 -0.533
C -3.928574 2.715658 -0.430617 0.044 0.735 0.138
C -3.173311 3.243512 0.808487 -0.045 -0.317 -1.391
N -2.110447 4.360259 0.592965 -0.350 0.883 0.804
C -2.892339 5.662080 0.197088 0.824 -1.128 -0.151
C -1.449709 4.600131 1.988579 0.099 -0.514 0.249
C -0.409609 3.513105 2.452039 -0.947 -0.247 -1.106
C -1.131024 4.025344 -0.545233 -0.460 0.419 0.300
C -0.029501 5.037443 -0.851727 0.280 1.238 0.489
O 0.951530 5.105180 0.152840 0.938 -1.033 0.182
C 2.102393 5.845254 -0.254483 0.290 0.024 -0.990
H -3.251185 2.369261 -1.208492 -0.162 -0.165 0.123
H -4.665378 3.397203 -0.856149 0.192 0.236 0.013
H -4.521682 1.883817 -0.050535 0.137 -0.174 -0.168
H -2.695599 2.330195 1.160493 0.474 0.546 0.601
H -3.929824 3.624368 1.492742 0.448 0.130 0.292
H -2.216366 6.514403 0.158533 0.141 -0.257 -0.090
H -3.688754 5.916165 0.894683 0.043 -0.495 0.096
H -3.267700 5.401531 -0.790947 -0.283 0.493 0.084
H -2.322566 4.625046 2.641587 0.080 -0.324 0.174
H -1.099126 5.628635 2.065070 0.512 -0.178 -0.627
H 0.261220 3.817034 3.253609 -0.373 0.407 0.017
H 0.218419 3.145384 1.640282 0.143 0.601 -0.176
H -0.922287 2.590318 2.725146 -0.228 0.223 0.474
H -1.774858 3.951798 -1.421418 0.116 -0.012 -0.061
H -0.703925 3.043213 -0.358402 -0.038 0.041 0.182
H -0.319902 6.085899 -0.959805 -1.015 -0.078 -0.307
H 0.422821 4.821691 -1.823115 -0.018 -0.586 -0.117
H 2.498247 5.582425 -1.240675 -0.655 -0.511 -0.502
H 2.995283 5.606698 0.321343 -0.596 0.395 0.940
H 1.871086 6.903940 -0.376383 0.161 0.156 0.661
C 1.140321 -4.011039 -0.511322 -0.278 -2.423 -0.134
N 0.721541 -5.172761 0.438227 -1.262 0.987 0.500
C -0.328363 -4.623558 1.385625 -0.044 -0.021 0.409
C -0.074586 -6.280466 -0.329708 0.935 0.477 -0.076
C 1.880208 -5.698725 1.306486 -0.688 -0.043 -0.601
C 3.153107 -6.020118 0.552673 -0.508 -1.953 -0.170
O 2.890365 -6.951764 -0.514710 0.072 1.462 -0.442
H 1.714748 -3.195668 -0.077508 -0.652 -0.139 0.713
H 0.164114 -3.794095 -0.940446 0.472 0.807 -0.360
H 1.823570 -4.484580 -1.216822 -0.332 -0.010 -0.360
H -1.264040 -4.316650 0.917973 0.424 0.141 -0.769
H 0.067159 -3.763728 1.925020 0.099 -0.140 0.059
H -0.670746 -5.417386 2.049767 0.571 -0.045 0.258
H 0.653665 -6.774395 -0.968753 -0.376 -0.057 -0.085
H -0.913565 -5.845210 -0.871960 0.469 0.495 -0.273
H -0.591328 -6.960572 0.347047 0.699 -0.041 0.456
H 1.430294 -6.583735 1.756236 0.345 -0.012 0.326
H 2.100504 -4.934279 2.051846 -0.270 -0.025 0.120
H 3.826804 -6.562011 1.218502 0.083 0.508 0.503
H 3.657828 -5.117524 0.211689 -0.096 -0.239 -0.532
H 2.511838 -7.775898 -0.194146 0.310 -0.139 0.339
C 4.764286 -0.830329 3.527176 0.281 0.891 0.437
N 3.301015 -0.425738 3.387565 0.976 -1.365 -1.102
C 3.185734 0.433587 2.125207 -0.182 -0.609 0.511
C 2.560084 -1.777010 3.260841 0.585 1.573 0.516
C 2.792785 0.366626 4.569274 0.233 -0.288 0.404
C 2.548941 -0.344740 5.922863 0.223 -0.253 -1.150
O 3.696005 -1.065240 6.314303 -0.168 0.389 -0.099
H 5.411087 0.044366 3.604719 -0.346 0.270 0.453
H 5.169523 -1.299802 2.631212 -0.710 -0.480 -0.039
H 4.840960 -1.434452 4.428824 0.219 0.004 -0.201
H 3.674162 1.395720 2.275485 0.061 -0.119 0.288
H 2.144079 0.587158 1.844492 0.078 -0.081 0.288
H 3.693994 -0.108742 1.329180 -0.071 -0.052 0.078
H 2.908789 -2.370188 4.105348 -0.370 0.101 0.162
H 2.902125 -2.285077 2.360708 -0.439 0.330 -0.250
H 1.517779 -1.470023 3.328567 -0.149 -0.752 -0.362
H 1.828080 0.756130 4.243481 0.111 0.343 0.025
H 3.555860 1.136156 4.684426 -0.304 0.266 0.156
H 1.708604 -1.037887 5.846728 -0.262 0.093 -0.088
H 2.254467 0.471076 6.584983 0.165 -0.038 0.269
H 3.543001 -1.410292 7.199929 0.228 -0.063 0.185
C 5.247005 0.058234 -3.161540 0.111 -0.004 0.614
N 4.022865 0.065690 -2.287905 -2.262 -0.923 0.250
C 3.984899 1.184695 -1.239439 1.520 -0.508 -0.521
C 2.823643 0.261867 -3.253415 1.056 -0.278 1.390
C 3.684667 -1.315431 -1.587689 1.158 1.553 0.040
C 4.888491 -1.774537 -0.792993 0.080 0.537 -0.449
O 4.480806 -2.839359 0.008734 -0.263 -0.640 0.468
H 6.157785 -0.141094 -2.598678 -0.129 0.134 0.124
H 5.307865 1.043875 -3.620794 0.090 -0.131 -0.113
H 5.119462 -0.727309 -3.905093 -0.016 0.125 -0.042
H 3.094938 1.256475 -0.615757 -0.547 -0.232 -0.862
H 4.240144 2.089454 -1.789211 -0.297 0.167 0.270
H 4.779706 0.990769 -0.519311 0.286 0.083 -0.302
H 1.982339 0.230522 -2.562058 -0.400 0.230 -0.534
H 2.842463 -0.600745 -3.917147 -0.189 0.213 -0.121
H 2.965670 1.200285 -3.786582 -0.201 -0.039 0.067
H 3.409470 -2.035806 -2.356512 -0.075 0.112 0.034
H 2.889754 -1.105886 -0.871890 -0.355 -0.015 -0.394
H 5.214658 -0.997014 -0.099546 0.309 0.408 -0.466
H 5.678798 -2.036239 -1.498426 0.282 -0.171 0.302
H 5.153527 -2.901451 0.693601 0.042 -0.555 0.073